No. 1
The following is a quantum chemistry calculation of the molecule C21H26FN3O4S at a distorted geometry, from OMol25.

Geometry as ORCA input:
```
! RIJCOSX wB97M-V def2-TZVPD def2/J DEFGRID3
* xyz 0 1
C 0.16 1.56 -3.63
C 1.36 0.64 -3.85
N 0.94 -0.75 -3.93
C 0.36 -1.24 -5.17
C -1.04 -1.79 -4.92
S 1.92 -1.80 -3.08
O 1.48 -3.13 -3.38
O 3.31 -1.49 -3.25
C 1.45 -1.39 -1.40
C 2.41 -1.06 -0.46
C 2.02 -0.80 0.84
C 0.68 -0.84 1.23
N 0.27 -0.61 2.54
C -0.47 -1.67 3.20
C -1.18 -1.11 4.43
O -0.27 -0.50 5.32
C 0.44 0.53 4.67
C 1.21 0.01 3.45
C -0.29 -1.09 0.22
N -1.67 -1.02 0.49
C -2.39 -0.01 1.06
O -3.57 -0.17 1.29
C -1.69 1.26 1.37
C -2.13 1.98 2.48
C -1.56 3.19 2.82
C -0.54 3.68 2.02
F 0.04 4.85 2.35
C -0.12 3.02 0.88
C -0.70 1.81 0.56
C 0.11 -1.40 -1.07
H 0.51 2.58 -3.51
H -0.51 1.53 -4.49
H -0.39 1.26 -2.75
H 2.04 0.70 -3.01
H 1.91 0.93 -4.75
H 0.34 -0.42 -5.89
H 1.00 -2.04 -5.56
H -1.67 -1.02 -4.48
H -1.48 -2.11 -5.86
H -0.98 -2.64 -4.25
H 3.44 -1.04 -0.75
H 2.78 -0.59 1.58
H -1.20 -2.11 2.52
H 0.22 -2.46 3.53
H -1.67 -1.91 4.99
H -1.94 -0.37 4.11
H 1.13 0.93 5.41
H -0.26 1.31 4.35
H 1.70 0.85 2.96
H 1.97 -0.71 3.80
H -2.24 -1.78 0.13
H -2.95 1.58 3.07
H -1.89 3.75 3.68
H 0.65 3.45 0.27
H -0.39 1.30 -0.34
H -0.62 -1.63 -1.83
*
```

Results
- Energy above the lowest of the compared OMol25 structures with the same formula, charge and spin: 35.73 kJ/mol
- F_max: 1.1 eV Å⁻¹
- SMILES string: CCN(CC)S(=O)(=O)c1ccc(N2CCOCC2)c(NC(=O)c2ccc(F)cc2)c1
- HOMO-LUMO gap: 8.877 eV

No. 2
The following is a quantum chemistry calculation of C49H54N3PPdSSi4Te as an isolated structure at a distorted geometry, from OMol25.

Geometry as ORCA input:
```
! RIJCOSX wB97M-V def2-TZVPD def2/J DEFGRID3
* xyz -2 1
Pd -1.09 -0.42 -0.08
S -0.91 -1.96 4.16
C -0.30 -0.33 4.25
C 0.24 0.35 5.34
C 0.68 1.64 5.14
C 0.57 2.25 3.88
C 0.03 1.57 2.80
C -0.41 0.27 3.01
N -0.97 -0.54 2.03
C -1.27 -1.72 2.47
C -1.86 -2.69 1.56
C -2.49 -3.85 2.02
C -3.14 -4.67 1.11
C -3.13 -4.32 -0.24
C -2.48 -3.18 -0.68
C -1.82 -2.32 0.20
H 0.32 -0.12 6.31
H 1.12 2.19 5.96
H 0.93 3.26 3.74
H -0.08 2.01 1.81
H -2.49 -4.09 3.08
H -3.66 -5.56 1.45
H -3.66 -4.94 -0.96
H -2.47 -2.95 -1.74
N -1.20 -2.58 -9.82
C -1.17 -2.29 -8.70
C -1.13 -1.92 -7.31
C -2.04 -1.00 -6.80
C -2.02 -0.66 -5.46
C -1.10 -1.24 -4.58
C -0.16 -2.15 -5.12
C -0.18 -2.48 -6.46
C -1.11 -0.95 -3.19
C -1.12 -0.71 -2.00
H -2.77 -0.55 -7.47
H -2.73 0.05 -5.07
H 0.57 -2.58 -4.45
H 0.54 -3.19 -6.85
N -1.84 1.69 -0.14
P -3.27 1.59 0.41
C -4.20 3.18 0.15
C -5.48 3.44 0.62
C -6.10 4.65 0.35
C -5.45 5.62 -0.41
C -4.17 5.36 -0.88
C -3.55 4.15 -0.61
C -4.50 0.43 -0.34
C -4.20 0.04 -1.65
C -5.05 -0.80 -2.35
C -6.22 -1.26 -1.76
C -6.54 -0.86 -0.47
C -5.69 -0.01 0.23
C -3.55 1.38 2.23
C -3.99 0.22 2.85
C -4.08 0.14 4.24
C -3.72 1.22 5.03
C -3.26 2.39 4.42
C -3.17 2.46 3.04
H -5.99 2.70 1.22
H -7.10 4.84 0.73
H -5.93 6.56 -0.62
H -3.65 6.11 -1.47
H -2.55 3.91 -0.96
H -3.28 0.40 -2.09
H -4.79 -1.10 -3.36
H -6.88 -1.93 -2.30
H -7.46 -1.21 0.00
H -5.97 0.30 1.23
H -4.23 -0.65 2.26
H -4.41 -0.79 4.70
H -3.78 1.15 6.11
H -2.95 3.23 5.03
H -2.79 3.36 2.57
C 4.16 2.59 1.91
Si 4.82 1.92 0.28
C 4.20 3.05 -1.08
C 6.70 2.14 0.34
Si 4.05 -0.25 -0.06
Te 1.61 -0.22 -0.01
Si 4.89 -1.05 -2.08
C 4.26 -0.01 -3.51
C 4.31 -2.81 -2.39
C 6.78 -1.07 -2.22
Si 4.85 -1.58 1.67
C 4.17 -0.98 3.32
C 4.29 -3.36 1.47
C 6.73 -1.65 1.86
H 4.32 3.67 1.98
H 4.65 2.11 2.76
H 3.09 2.38 1.99
H 4.37 4.10 -0.83
H 3.12 2.90 -1.22
H 4.69 2.84 -2.03
H 6.96 3.20 0.50
H 7.17 1.82 -0.60
H 7.15 1.56 1.15
H 3.18 0.12 -3.43
H 4.48 -0.48 -4.47
H 4.71 0.99 -3.51
H 3.23 -2.88 -2.21
H 4.80 -3.51 -1.71
H 4.52 -3.11 -3.42
H 7.20 -0.06 -2.10
H 7.08 -1.45 -3.20
H 7.23 -1.70 -1.45
H 3.09 -0.82 3.24
H 4.62 -0.03 3.61
H 4.36 -1.71 4.11
H 3.21 -3.39 1.27
H 4.50 -3.95 2.37
H 4.79 -3.84 0.62
H 7.15 -0.65 2.05
H 7.21 -2.03 0.96
H 7.01 -2.29 2.70
*
```

Results
- Energy above the lowest of the compared OMol25 structures with the same formula, charge and spin: 40.09 kJ/mol
- F_max: 2.0 eV Å⁻¹
- HOMO-LUMO gap: 4.957 eV